No. 1
{"formula": "C5H6O4", "method": "ωB97M-V/def2-TZVPD", "species": ["C", "O", "C", "O", "O", "H", "H", "H", "H", "C", "C", "C", "O", "H", "H"], "positions_angstrom": [[-0.54317, 1.84619, -0.08457], [-0.58638, 0.40547, -0.13945], [-0.63120, -0.31896, 1.15563], [-0.55753, 0.27755, 2.20177], [-1.42492, -1.39967, 0.92472], [-0.01643, 2.18590, 0.80607], [-1.56011, 2.23652, -0.09243], [-0.01136, 2.15770, -0.98149], [-1.71611, -1.72502, 1.78856], [0.83720, -0.91244, -1.92417], [1.04125, -0.49411, -0.68367], [1.37211, -0.86984, 0.59156], [2.24712, -1.19502, 1.32253], [1.69767, -1.20715, -2.51667], [-0.14814, -0.98713, -2.36838]], "spin_multiplicity": 1, "total_charge": 0, "energy_ha": -494.8981, "smiles": "COC(=O)O.C=C=C=O"}

No. 2
{"formula": "C5H6O4Ru", "method": "ωB97M-V/def2-TZVPD", "species": ["O", "C", "O", "O", "C", "C", "O", "C", "C", "Ru", "H", "H", "H", "H", "H", "H"], "positions_angstrom": [[-0.96754, 1.71296, 0.63802], [0.20955, 1.33817, 2.53905], [0.20997, 0.22244, 2.14345], [-0.25062, -2.35010, -0.06705], [0.67434, -2.32484, -1.10581], [0.45427, -1.13198, -2.03660], [0.29347, -0.01140, -1.17485], [0.37041, 1.34334, -1.30468], [-0.37816, 2.11004, -0.49832], [-0.75161, -0.61033, 0.46446], [0.61990, -3.23453, -1.73430], [1.71432, -2.27140, -0.72031], [-0.50911, -1.23363, -2.55867], [1.28759, -0.95256, -2.72950], [1.22890, 1.68286, -1.88326], [-0.39264, 3.18912, -0.68716]], "spin_multiplicity": 6, "total_charge": 1, "energy_ha": -589.4709, "s_squared": 8.771}